Arrangement w

Here is a gas-phase ion, C4H11N2 (charge +1) from the Open Molecules 2025 dataset. Energies are from wB97M-V/def2-TZVPD.

LUMO energy, eV: -3.6
HOMO level, eV: -15.210
SMILES: CCC/[NH+]=C/N
Kohn-Sham gap, eV: 11.6

Structure (ORCA input):
```
! wB97M-V def2-TZVPD RIJCOSX def2/J DEFGRID3
* xyz 1 1
C 1.608 0.144 1.263
C 0.204 0.453 1.746
C -0.840 -0.171 0.829
N -0.694 -0.192 -2.837
C -0.677 -0.511 -1.568
N -0.852 0.290 -0.562
H 1.777 0.542 0.260
H 2.418 0.503 1.900
H 1.799 -0.932 1.272
H 0.068 1.527 1.723
H 0.035 0.021 2.731
H -1.828 -0.058 1.283
H -0.666 -1.248 0.749
H -0.495 -0.880 -3.540
H -0.617 0.762 -3.163
H -0.418 -1.532 -1.324
H -0.821 1.284 -0.763
*
```

***

Arrangement x

Here is 2 unconnected molecules or ions with the total composition C4H11N2 from the Open Molecules 2025 dataset. Energies are from wB97M-V/def2-TZVPD.

LUMO energy, eV: -5.6
HOMO level, eV: -11.107
Kohn-Sham gap, eV: 5.6

Structure (ORCA input):
```
! wB97M-V def2-TZVPD RIJCOSX def2/J DEFGRID3
* xyz 1 1
C -0.382 0.029 -0.211
C -0.238 1.518 -0.239
C 0.849 2.142 0.216
N 1.021 3.542 0.168
H 0.568 -0.405 0.124
H -1.193 -0.272 0.459
H -0.604 -0.358 -1.218
H -1.032 2.129 -0.657
H 1.726 1.634 0.604
H 1.514 3.862 0.982
H 0.119 3.994 0.105
C 0.168 -2.725 0.133
N -0.925 -3.256 -0.242
H 0.964 -2.542 -0.576
H 0.294 -2.471 1.175
H -1.719 -3.357 0.390
H -1.129 -3.462 -1.214
*
```

***

It comes down to arrangement w, which is 2.231 eV more stable than the next structure.